No. 1
DFT (ωB97M-V/def2-TZVPD) results for a molecular structure, C27H79CrN6O10.

Last column: Mulliken charge in e.
Element x y z (Å)
C1 -4.027 0.759 40.735  -0.7381
C2 -0.587 7.895 37.815  -0.8471
C3 -6.643 -1.486 36.147  0.5771
H1 -6.127 -0.438 37.985  -0.5362
C4 -8.905 -3.529 38.170  -0.7546
O1 -0.278 3.318 35.324  -0.0567
H2 -0.729 -2.662 32.655  0.3493
C5 -1.685 0.100 39.920  -0.0952
H3 -5.953 -0.175 34.794  -0.2954
C6 -7.597 5.017 38.025  -1.5684
H4 -8.473 -1.191 37.136  0.3293
H5 -2.652 -0.593 41.678  0.2596
H6 2.603 0.195 36.241  0.4082
H7 -1.837 0.606 34.854  -0.9963
H8 -3.649 3.817 39.755  -0.1822
H9 -9.333 -2.807 38.872  0.2883
H10 -3.426 2.951 37.549  -0.5639
C7 -1.387 -1.037 37.894  -0.5667
H11 -4.887 -3.812 31.686  0.3285
H12 -0.215 4.095 40.563  0.2426
C8 1.536 0.167 36.005  -0.9063
H13 -7.824 0.486 39.987  0.2190
H14 -0.684 -0.207 40.257  0.5080
N1 1.821 1.294 33.818  -0.6816
C9 -3.452 -1.304 31.514  -0.5600
H15 -4.636 0.924 41.616  0.4632
H16 -8.685 2.329 38.020  0.3337
H17 -5.911 3.696 38.193  -0.8204
H18 -3.172 -0.277 31.794  0.2313
H19 -4.040 2.346 31.600  0.2680
C10 1.951 -1.138 33.892  -1.6721
H20 -7.515 -0.582 34.504  0.3368
C11 -5.669 -1.082 37.236  -0.1273
H21 -5.295 -2.000 37.697  0.5814
H22 -3.414 0.431 34.034  -0.1845
H23 -3.157 -0.330 35.522  0.4728
H24 -1.360 4.278 38.597  -0.7163
O2 -4.647 2.202 32.334  -0.6919
H25 -0.730 -1.623 31.199  0.3735
H26 -1.484 4.502 41.427  0.3084
N2 -6.850 -0.343 35.231  -0.4208
H27 -7.670 1.463 41.504  0.2540
O3 -5.320 4.895 34.287  -0.6817
H28 -7.090 1.583 38.091  -0.8243
C12 -3.287 4.809 39.473  -1.2821
H29 -0.191 2.377 35.627  0.2516
C13 -1.777 4.828 39.452  1.5983
H30 0.388 3.803 35.829  0.2441
H31 0.215 0.008 34.342  -1.4729
H32 -3.718 5.449 40.247  0.5599
H33 -3.932 1.694 40.167  -0.3048
C14 -4.857 -1.597 32.054  1.0972
C15 -8.081 1.421 40.496  -0.7104
H34 -6.462 2.505 36.175  0.0349
H35 -3.490 -1.299 30.414  0.4199
N3 -1.229 4.006 40.568  -0.5574
H36 -0.346 -1.342 38.130  0.4871
H37 -5.952 -0.456 30.778  0.3133
Cr1 -1.743 4.302 34.213  0.8761
H38 -9.176 1.445 40.567  0.3177
H39 -4.557 1.763 35.552  -0.5858
C16 -1.124 6.212 39.385  -0.8462
H40 -4.804 -1.727 33.140  -0.2348
N4 -1.986 1.264 42.072  -0.7973
H41 -8.675 -4.451 38.700  0.2554
C17 -1.251 -1.855 32.133  -0.3875
O4 -2.135 -0.933 39.066  -0.3831
N5 -6.835 3.434 36.358  -0.5872
N6 -5.850 -0.551 31.787  -0.5608
H42 -6.147 4.081 35.987  0.2638
C18 -6.945 3.646 37.827  1.7587
H43 -1.159 -0.983 32.796  -0.1235
O5 -7.606 2.577 39.828  -0.3568
H44 -9.643 -3.764 37.398  0.3107
H45 -5.106 5.248 33.417  0.3180
C19 -3.186 1.982 37.102  0.4606
H46 -0.092 6.124 39.754  0.3789
C20 -2.613 0.333 41.094  0.1828
H47 -1.020 8.249 36.873  0.2418
H48 -7.169 5.735 37.327  0.4218
H49 -5.260 -2.819 30.331  0.3641
H50 -2.106 1.934 37.295  -0.9803
H51 -4.140 2.385 33.142  0.1711
H52 -0.990 1.246 41.844  0.3206
H53 -4.446 0.053 40.016  0.1782
H54 2.837 1.239 33.893  0.3383
H55 -8.591 -2.433 35.853  0.4686
H56 1.112 -0.753 36.430  0.2128
H57 -5.468 0.338 32.115  0.2240
O6 -7.696 -3.025 37.632  -0.3182
H58 1.677 -2.064 34.398  0.3561
H59 1.617 -1.165 32.853  0.4234
H60 2.247 1.623 38.072  0.4245
H61 3.042 -1.111 33.858  0.4277
H62 0.665 2.433 38.198  -0.0114
O7 -3.151 3.032 34.882  -0.0429
H63 -1.598 1.048 39.363  -0.0659
H64 -3.725 1.223 37.666  0.0306
O8 -1.182 6.614 38.028  -0.2674
H65 -7.441 5.322 39.060  0.3371
H66 -1.254 -0.101 37.348  -0.0350
H67 -1.580 6.965 40.042  0.4069
C21 -3.462 1.874 35.619  2.4979
H68 -4.759 -0.636 36.830  -0.2507
H69 -6.148 -2.260 35.540  0.1785
C22 -7.675 2.454 38.423  0.7509
O9 -2.577 -2.298 31.999  -0.3855
H70 -8.656 4.925 37.782  0.3587
H71 -0.941 8.608 38.559  0.3354
C23 1.294 0.081 34.499  2.2847
H72 1.618 2.092 34.412  0.2935
H73 -3.685 5.071 38.494  0.3920
H74 -6.435 -3.021 31.678  0.4702
C24 -2.922 0.598 34.998  0.0735
C25 1.172 1.507 37.921  -0.5492
H75 -2.189 2.223 41.785  0.2874
C26 -5.387 -2.879 31.416  -1.7393
H76 -4.751 4.115 34.393  0.1059
H77 0.487 7.816 37.649  0.3101
H78 -1.703 -1.889 37.295  0.3717
C27 -7.960 -2.040 36.655  -0.8615
O10 0.827 1.278 36.560  -0.3540
H79 0.827 0.725 38.599  0.2201

Summary:
**Gap between HOMO and LUMO (alpha / beta)**: 0.176 / 0.184 hartree
**Highest occupied orbital energy (alpha / beta)**: -10.5 / -10.5 eV
**Strongest force on any atom**: 4.0 eV/A
**Spin multiplicity**: 5
**Energy**: -87106.2711 eV
**LUMO (alpha / beta)**: -5.7176 / -5.5261 eV
**Total charge**: +1

=====

No. 2
DFT (ωB97M-V/def2-TZVPD) results for 14 unconnected molecules or ions with the total composition C27H79N4O15.

Last column: Mulliken charge in e.
Element x y z (Å)
C1 -1.626 -1.963 -3.296  -0.8410
O1 0.206 -3.121 -3.430  -0.7685
H1 -2.629 -3.306 1.257  0.1407
H2 -1.919 -2.053 -4.326  0.6133
O2 2.980 0.349 0.291  2.0054
H3 1.816 1.301 2.840  0.8774
H4 -0.076 0.187 -1.342  -0.9289
H5 -4.142 -3.357 0.523  0.4469
O3 -4.812 3.730 -0.351  -0.6600
H6 -2.204 -2.621 -2.654  -0.6181
H7 -0.307 0.474 5.011  0.1740
O4 1.392 -2.021 0.188  1.9526
C2 -0.288 0.649 -0.332  1.8880
H8 3.926 1.589 1.530  0.6813
H9 5.615 -1.625 -3.443  0.4403
H10 1.366 -1.124 -4.283  0.5412
C3 3.854 0.584 1.349  -1.6124
C4 2.406 -4.093 -0.545  -1.2749
H11 0.098 2.741 -3.798  0.1762
N1 -1.465 -2.092 4.123  -0.3763
H12 0.165 -1.892 -2.042  -1.5685
H13 -4.247 3.729 -2.356  0.4313
H14 -0.672 2.549 -2.226  -0.3347
H15 0.528 2.501 6.096  0.4892
H16 -1.342 2.416 0.814  -0.0514
C5 -4.306 3.353 2.806  0.2899
H17 2.711 5.320 -0.912  0.3792
H18 2.622 1.462 -2.760  -0.2389
C6 3.324 -1.225 -2.654  -1.1436
O5 -2.483 0.287 -1.131  0.0659
H19 -4.657 3.177 0.423  0.3546
H20 -2.734 -2.372 -0.150  -0.0045
H21 1.114 -3.230 -3.157  0.4267
C7 0.393 -0.826 -3.995  -2.2060
H22 2.447 2.859 -3.758  0.5829
H23 1.548 -4.436 -1.078  0.0208
C8 -0.157 -1.960 -3.090  3.8357
C9 -4.263 3.084 -1.463  -0.2494
O6 -1.613 1.662 -3.758  -0.5953
H24 3.012 -2.226 -2.945  0.5127
C10 0.522 2.338 5.025  -1.6501
H25 -2.814 -4.107 -1.430  0.5730
H26 -5.892 -0.445 1.010  0.3294
H27 6.462 -2.220 -2.060  0.4627
H28 -3.305 -5.865 -1.057  0.5656
C11 -1.026 -4.494 -0.349  -0.3111
H29 -0.645 -3.533 -0.724  -0.3708
H30 -2.026 1.228 -3.040  0.1780
C12 2.959 2.474 -2.897  -1.0404
H31 -4.766 2.199 -1.800  0.3043
C13 -2.566 -4.430 -0.436  -0.9523
H32 0.283 0.077 0.432  -1.4513
C14 -3.097 -3.243 0.338  -0.3642
H33 3.804 -2.321 1.006  0.2376
C15 -1.539 -1.431 2.990  -0.1689
O7 -5.333 3.941 3.555  -0.8305
H34 1.375 -0.680 5.348  0.3594
H35 3.188 1.971 -0.365  0.2271
H36 -3.126 4.920 3.018  0.2225
H37 4.019 2.310 -3.160  0.3446
H38 0.639 -1.810 0.768  -0.7874
H39 -0.273 -0.553 -4.778  0.4240
C16 2.809 4.712 -1.844  -1.7288
H40 5.109 -3.183 -2.706  0.2674
C17 -1.781 0.665 -0.143  -0.1256
H41 1.954 5.013 -2.477  0.3326
H42 4.339 -1.920 -0.824  -0.4311
C18 0.003 3.525 1.713  0.3380
O8 -0.728 -1.652 1.926  -0.3459
O9 -3.072 -5.510 -0.205  -0.5198
H43 -4.136 -0.940 0.995  -0.1264
H44 -2.196 -2.189 4.778  0.1633
H45 -2.440 3.658 1.966  -0.0157
N2 -4.349 2.184 2.224  -0.0881
H46 -4.641 0.565 0.356  -0.3687
N3 -3.246 4.010 2.532  -0.1670
H47 -2.438 0.102 2.118  -1.0312
H48 2.441 -0.460 0.404  -1.2297
H49 3.504 0.229 2.304  0.5237
H50 1.192 -3.739 1.187  -0.1865
H51 -0.669 -4.856 0.617  0.2738
H52 0.534 0.063 -3.453  0.3208
C19 -0.852 2.747 -3.261  0.0778
H53 1.717 3.086 -1.345  -0.4475
H54 -3.565 1.814 1.684  -0.0513
H55 2.522 -0.728 -2.072  -0.3418
C20 5.479 -2.177 -2.511  -1.8284
H56 2.934 -3.545 -1.281  -0.0714
N4 -2.430 -0.503 2.967  0.2944
H57 0.918 3.023 1.282  -0.2663
C21 4.554 -1.324 -1.726  1.5073
H58 -1.980 -0.974 -3.110  -0.0556
C22 3.030 -2.817 1.525  -1.5592
H59 3.010 -4.884 -0.236  0.6034
O10 -5.029 -1.039 -0.858  -0.6754
H60 1.296 2.939 4.608  0.3756
H61 -4.214 -0.801 -1.307  0.3945
H62 3.758 5.073 -2.335  0.3666
O11 3.427 2.888 -0.628  -0.6563
H63 -0.281 3.000 2.571  -0.4501
H64 -5.124 1.608 2.563  0.1984
H65 1.395 -0.288 3.039  -0.2338
O12 1.493 0.254 5.552  -0.6264
H66 4.482 0.217 -0.810  0.1667
H67 2.737 -2.133 2.313  0.0823
C23 0.678 0.869 4.783  0.3159
O13 -1.075 3.363 0.816  -0.9719
H68 4.770 0.103 1.150  0.3602
H69 0.154 4.587 1.917  0.5574
H70 3.491 -3.677 2.023  0.4616
C24 1.899 -3.149 0.571  1.4042
C25 1.051 0.668 3.266  0.4478
O14 5.097 -0.296 -1.336  -0.6952
O15 -2.236 1.162 0.906  1.4361
H71 0.117 1.659 -0.465  -0.4619
H72 -0.457 2.654 4.718  0.2799
H73 3.384 -0.617 -3.524  0.6495
C26 2.698 3.261 -1.579  1.8208
C27 -4.960 -0.470 0.397  0.4687
H74 -0.575 -2.620 4.176  0.2871
H75 -3.003 -0.172 3.719  0.2342
H76 0.172 0.842 2.653  -0.9751
H77 -0.556 -5.219 -1.022  0.3712
H78 -3.276 2.811 -1.309  -0.2078
H79 -1.264 3.742 -3.320  0.4038

Summary:
**Gap between HOMO and LUMO**: 0.307 hartree
**Highest occupied orbital energy**: -6.6 eV
**Strongest force on any atom**: 12.3 eV/A
**ΔE to the lowest compared entry with this formula, charge and spin**: 0.00 kJ/mol
**Energy**: -65948.7018 eV
**LUMO**: 1.7909 eV
**Total charge**: -1

=====

Which value of total charge does entry 1 give?
+1

=====

Which value of strongest force on any atom does entry 2 give?
12.3 eV/A

=====

Which value of energy does entry 1 give?
-87106.2711 eV

=====

The highest total charge belongs to which entry?
C27H79CrN6O10